Record 1
DFT (wB97M-V/def2-TZVPD) results for a cluster of 2 separate species, C2F3NO3S in total.

Geometry as XYZ:
```
10
Properties=species:S:1:pos:R:3:forces:R:3
C 0.432 -1.009 -0.547 0.4781 1.9994 1.8310
C 1.535 1.098 0.197 -0.0356 0.7130 0.6659
N 1.230 -0.229 -0.085 0.5541 -0.3347 -0.7964
O -0.372 -1.794 -0.768 -0.6241 -1.1560 -1.0568
O -3.693 -1.556 0.120 -1.0439 -1.3588 -0.2106
O -2.643 0.526 0.022 0.2915 1.4279 -0.4977
F 1.067 1.409 1.430 -0.1728 -0.0740 -0.5181
F 2.833 1.357 0.226 0.9738 -0.9203 0.2463
F 1.092 2.000 -0.676 -1.2287 -0.2058 -0.3682
S -3.703 -0.276 -0.490 0.8076 -0.0907 0.7047
```
Forces are in eV/Å.

Computed properties:
* DFT total energy: -1054.477888 hartree
* ΔE to the lowest compared entry with this formula, charge and spin: 0.0 kcal/mol
* maximum force: 0.0535 Eh/bohr
* orbital gap: 10.717 eV
* highest occupied orbital energy: -12.01 eV
* charge: 0

Record 2
DFT (wB97M-V/def2-TZVPD) results for an isolated molecule of C2F5NOS.

Geometry as XYZ:
```
10
Properties=species:S:1:pos:R:3:forces:R:3
C 0.477 0.144 -0.652 0.3926 0.1035 0.8555
C 0.785 -0.202 0.856 0.5929 -1.3700 1.0365
N -0.759 -0.248 -1.088 -2.1310 -0.2501 -0.1001
O -3.032 -0.481 -1.781 -0.5421 0.5562 0.7006
F 1.423 -0.210 -1.493 1.2319 -2.1019 -0.7529
F 0.628 1.453 -0.677 -0.7839 2.9602 0.3519
F 1.346 -1.399 1.233 -0.5726 0.9567 -1.4386
F 1.554 0.736 1.343 1.1751 0.6082 0.2623
F -0.353 -0.115 1.517 -1.2817 -0.1155 0.3989
S -2.199 0.229 -0.840 1.9188 -1.3474 -1.3141
```
Forces are in eV/Å.

Computed properties:
* DFT total energy: -1103.684727 hartree
* ΔE to the lowest compared entry with this formula, charge and spin: 0.0 kcal/mol
* maximum force: 0.0599 Eh/bohr
* orbital gap: 9.948 eV
* highest occupied orbital energy: -11.82 eV
* charge: 0

Record 3
DFT (wB97M-V/def2-TZVPD) results for a structure of composition C2F6GaNO4S2SbSe4.

Geometry as XYZ:
```
21
Properties=species:S:1:pos:R:3:forces:R:3
Ga -0.347 0.493 1.612 -0.3166 0.4338 0.3198
Se -3.087 -1.279 5.008 -0.0258 0.0026 -0.0055
Sb -1.021 -0.160 4.654 0.0406 0.0000 -0.0395
Se -1.418 1.917 3.087 0.2065 -0.0873 -0.2239
Se 0.274 -1.431 2.722 -0.0931 0.2039 -0.2373
Se 0.514 0.454 6.358 0.0258 -0.0108 0.0082
F 2.275 2.133 -2.134 -0.0595 -0.0177 0.0007
C 2.435 0.818 -2.088 0.1658 0.2278 -0.1044
F 1.878 0.263 -3.156 0.0176 -0.0365 0.0210
F 3.736 0.544 -2.105 -0.0337 0.0376 0.0687
S 1.695 0.102 -0.523 0.3062 -0.1533 0.4185
O 1.246 1.255 0.279 -0.0283 -0.0582 0.3313
O 2.693 -0.754 0.006 0.0730 0.0272 -0.0676
N 0.419 -0.692 -0.945 0.1263 -0.5518 -0.7205
S -0.832 0.158 -1.347 -0.3797 0.0483 0.1757
O -0.663 1.158 -2.346 -0.0464 0.1295 -0.1441
O -1.526 0.576 -0.114 0.1143 -0.1263 0.0891
C -1.876 -1.159 -2.098 -0.1454 -0.1441 0.0824
F -1.196 -1.760 -3.067 -0.0050 0.0335 0.0006
F -2.959 -0.588 -2.616 0.0149 0.0211 0.0461
F -2.238 -2.049 -1.189 0.0424 0.0204 -0.0192
```
Forces are in eV/Å.

Computed properties:
* DFT total energy: -13598.459300 hartree
* ΔE to the lowest compared entry with this formula, charge and spin: 2.3 kcal/mol
* maximum force: 0.0178 Eh/bohr
* orbital gap: 7.019 eV
* highest occupied orbital energy: -4.92 eV
* charge: -1

Record 4
DFT (wB97M-V/def2-TZVPD) results for a structure of composition C2F6NO4RbS2.

Geometry as XYZ:
```
16
Properties=species:S:1:pos:R:3:forces:R:3
Rb 2.337 1.466 3.514 -0.3518 -0.3274 -0.4071
C 1.592 -1.790 -0.385 -0.2994 -0.4433 1.5882
F 2.637 -1.282 0.347 -0.3027 0.0857 -0.4824
F 1.546 -1.239 -1.555 0.1243 0.7440 -0.6517
F 1.852 -3.090 -0.563 -0.3386 0.2034 0.4066
S -0.008 -1.490 0.668 -0.2410 -2.3120 -0.8053
O -1.006 -2.373 0.055 1.1611 2.1561 0.1549
O 0.358 -1.970 1.981 0.6429 1.5162 0.1907
N -0.166 0.157 0.559 1.4027 -2.4889 2.0402
S -1.261 0.463 -0.489 -5.0180 1.4664 0.2451
O -0.866 0.059 -1.781 0.0854 -0.2750 -1.8813
O -2.635 0.168 -0.016 2.5555 0.8665 -0.9054
C -1.161 2.383 -0.593 1.2955 -1.1706 1.6821
F -1.954 2.897 -1.494 0.0029 -0.0395 -0.3450
F -1.403 2.985 0.597 -0.3464 -0.2650 -0.2538
F 0.141 2.658 -0.846 -0.3725 0.2836 -0.5757
```
Forces are in eV/Å.

Computed properties:
* DFT total energy: -1851.535489 hartree
* ΔE to the lowest compared entry with this formula, charge and spin: 27.8 kcal/mol
* maximum force: 0.1018 Eh/bohr
* orbital gap: 7.322 eV
* highest occupied orbital energy: -9.24 eV
* charge: 0

Record 5
DFT (wB97M-V/def2-TZVPD) results for an isolated molecule of C2FN3O.

Geometry as XYZ:
```
7
Properties=species:S:1:pos:R:3:forces:R:3
C -1.391 -0.028 -0.866 -4.3506 0.2691 0.5927
C 0.922 0.443 1.211 0.5205 -0.4771 1.0755
N -0.254 -0.382 -1.071 2.2470 -0.4093 -0.4459
N 1.388 0.388 0.096 0.5935 0.2177 -1.7023
N 0.923 0.010 -1.132 0.2209 -0.4084 0.3348
O 0.820 0.447 2.360 -0.7043 0.2638 0.4257
F -2.409 -0.877 -0.598 1.4730 0.5441 -0.2805
```
Forces are in eV/Å.

Computed properties:
* DFT total energy: -415.408203 hartree
* ΔE to the lowest compared entry with this formula, charge and spin: 44.5 kcal/mol
* maximum force: 0.0855 Eh/bohr
* orbital gap (alpha / beta): 8.143 / 8.139 eV
* highest occupied orbital energy (alpha / beta): -9.65 / -9.65 eV
* charge: 0

Record 6
DFT (wB97M-V/def2-TZVPD) results for a structure of composition C2FO4S.

Geometry as XYZ:
```
8
Properties=species:S:1:pos:R:3:forces:R:3
C -1.991 0.179 -0.025 -1.6955 1.1311 -0.7453
C 1.541 0.543 0.424 0.9651 1.5960 1.0839
O -2.424 -0.021 1.045 0.5180 -0.6470 1.0863
O -2.171 0.709 -1.073 0.9980 -0.2282 -0.2985
O -0.499 -0.975 -0.214 0.5960 -0.5208 -0.5018
O 1.881 -0.841 0.623 0.4131 -0.4672 0.7422
F 2.736 1.092 -0.122 -0.0997 0.1064 -0.2038
S 0.927 -0.686 -0.658 -1.6950 -0.9704 -1.1630
```
Forces are in eV/Å.

Computed properties:
* DFT total energy: -875.208495 hartree
* ΔE to the lowest compared entry with this formula, charge and spin: 37.1 kcal/mol
* maximum force: 0.0442 Eh/bohr
* orbital gap: 7.873 eV
* highest occupied orbital energy: -4.25 eV
* charge: -1